# 1
{
  "formula": "C27H30BrClN3O7Sr",
  "method": "ωB97M-V/def2-TZVPD",
  "lumo_ev": 1.76,
  "total_charge": -1,
  "e_homo_ha": -0.1686,
  "symbols": ["Sr", "O", "C", "C", "C", "C", "C", "C", "C", "O", "N", "N", "C", "C", "C", "C", "C", "C", "N", "H", "H", "H", "H", "H", "H", "H", "H", "H", "H", "O", "Cl", "O", "O", "O", "C", "C", "C", "C", "C", "C", "C", "Br", "C", "O", "C", "C", "C", "C", "C", "C", "H", "H", "H", "H", "H", "H", "H", "H", "H", "H", "H", "H", "H", "H", "H", "H", "H", "H", "H", "H"],
  "coordinates": [[2.46, -1.62, 0.46], [-1.13, 1.93, 3.22], [-1.67, 0.71, 3.34], [-3.03, 0.63, 3.66], [-3.66, -0.60, 3.77], [-2.96, -1.78, 3.55], [-1.61, -1.70, 3.23], [-0.95, -0.48, 3.13], [0.50, -0.51, 2.77], [1.05, -1.61, 2.47], [1.11, 0.66, 2.75], [2.39, 0.66, 2.25], [3.27, 0.11, 2.99], [4.70, 0.08, 2.66], [5.62, -0.02, 3.70], [6.98, -0.08, 3.46], [7.41, -0.04, 2.15], [6.49, 0.04, 1.13], [5.16, 0.10, 1.38], [-0.21, 1.80, 2.86], [-3.57, 1.55, 3.80], [-4.72, -0.63, 4.01], [-3.45, -2.74, 3.62], [-1.03, -2.60, 3.04], [3.03, -0.31, 3.96], [5.23, -0.06, 4.71], [7.68, -0.16, 4.28], [8.46, -0.09, 1.89], [6.73, 0.05, 0.08], [5.62, -4.54, -0.10], [5.09, -3.19, -0.18], [3.81, -3.24, -0.96], [4.68, -2.79, 1.21], [4.36, 0.11, 0.37], [-4.85, -1.91, -3.25], [-4.25, -0.51, -3.17], [-5.17, 0.36, -2.30], [-4.21, 0.07, -4.60], [-2.84, -0.52, -2.57], [-2.23, -1.67, -2.10], [-0.98, -1.59, -1.53], [-0.18, -3.20, -0.85], [-0.23, -0.41, -1.38], [0.93, -0.41, -0.82], [-0.86, 0.78, -1.89], [-2.13, 0.67, -2.44], [-0.12, 2.11, -1.74], [-0.94, 3.32, -2.22], [0.22, 2.34, -0.27], [1.17, 2.07, -2.57], [-5.85, -1.86, -3.71], [-4.97, -2.35, -2.26], [-4.24, -2.58, -3.86], [-6.18, 0.39, -2.72], [-4.80, 1.38, -2.24], [-5.23, -0.04, -1.29], [-5.22, 0.10, -5.02], [-3.59, -0.55, -5.24], [-3.80, 1.08, -4.61], [-2.72, -2.64, -2.15], [-2.60, 1.58, -2.80], [-1.86, 3.44, -1.65], [-1.19, 3.25, -3.28], [-0.34, 4.22, -2.08], [-0.69, 2.40, 0.34], [0.77, 3.28, -0.15], [0.84, 1.53, 0.12], [0.94, 1.97, -3.64], [1.79, 1.24, -2.27], [1.73, 3.00, -2.44]],
  "lowdin_charge": [1.480, 0.033, -0.275, -0.030, -0.106, -0.105, -0.029, -0.069, -0.486, -0.210, 0.024, 0.021, -0.111, -0.145, -0.006, -0.064, -0.046, -0.012, -0.178, 0.068, 0.109, 0.094, 0.091, 0.111, 0.136, 0.120, 0.106, 0.110, 0.141, -0.457, 0.818, -0.600, -0.583, -0.188, -0.078, -0.563, -0.053, -0.057, -0.193, -0.096, -0.542, 0.766, -0.431, -0.345, -0.082, 0.006, -0.531, -0.077, -0.045, -0.044, 0.079, 0.084, 0.084, 0.077, 0.075, 0.089, 0.077, 0.087, 0.074, 0.087, 0.090, 0.083, 0.078, 0.078, 0.087, 0.085, 0.054, 0.084, 0.073, 0.080]
}

***

# 2
{
  "formula": "C27H41CdCl3N3O3Si",
  "method": "ωB97M-V/def2-TZVPD",
  "lumo_ev": 1.96,
  "total_charge": -1,
  "e_homo_ha": -0.1134,
  "symbols": ["C", "C", "H", "H", "H", "C", "C", "H", "H", "H", "H", "Cd", "Cl", "Cl", "H", "H", "C", "C", "N", "H", "C", "O", "H", "H", "H", "H", "H", "H", "C", "C", "N", "H", "C", "O", "H", "H", "H", "H", "O", "C", "C", "C", "H", "C", "H", "C", "H", "C", "C", "H", "H", "H", "Si", "Cl", "C", "C", "C", "H", "H", "H", "H", "H", "H", "H", "H", "H", "N", "C", "C", "C", "C", "C", "C", "C", "H", "H", "H", "H", "H"],
  "coordinates": [[-1.93, -2.70, -4.45], [-1.30, -3.38, -3.28], [-2.56, -3.43, -4.97], [-1.17, -2.33, -5.14], [-2.52, -1.84, -4.11], [-0.89, -4.65, -3.30], [-0.76, -5.44, -4.57], [-0.53, -5.13, -2.38], [-0.02, -4.99, -5.25], [-1.71, -5.52, -5.12], [-0.39, -6.45, -4.36], [-1.86, 1.65, 0.33], [-3.49, 1.98, 2.13], [1.58, 1.96, -2.13], [0.95, 6.06, 3.29], [-1.22, 6.34, 3.96], [0.79, 5.46, 2.39], [-1.58, 6.10, 2.95], [-0.65, 5.16, 2.32], [1.36, 4.54, 2.45], [-1.13, 4.21, 1.55], [-0.45, 3.41, 0.83], [-2.58, 5.65, 3.02], [-2.22, 4.07, 1.64], [1.13, 6.05, 1.53], [-1.65, 7.03, 2.37], [2.06, -0.69, -3.68], [1.67, -3.08, -2.50], [3.06, -0.84, -3.26], [2.66, -2.94, -2.04], [2.97, -1.52, -1.99], [3.56, 0.12, -3.12], [3.08, -0.85, -0.81], [3.48, 0.31, -0.68], [2.65, -3.35, -1.02], [2.78, -1.45, 0.09], [3.63, -1.47, -3.95], [3.40, -3.47, -2.66], [0.17, -1.79, -2.68], [-0.90, -2.42, -2.15], [0.13, -2.86, 0.19], [-0.93, -3.03, -0.69], [0.96, -2.23, -0.13], [0.14, -3.46, 1.46], [-1.73, -1.67, -2.13], [-2.05, -3.74, -0.25], [1.02, -3.34, 2.10], [-0.98, -4.16, 1.90], [-2.09, -4.28, 1.05], [-2.92, -3.87, -0.91], [-1.01, -4.57, 2.91], [-2.99, -4.78, 1.42], [0.53, 2.86, -3.67], [-2.90, 0.20, -1.19], [1.56, 4.37, -4.24], [-0.94, 3.79, -2.89], [0.33, 1.59, -5.03], [1.99, 4.92, -3.40], [0.88, 5.06, -4.77], [2.39, 4.14, -4.93], [0.40, 0.56, -4.64], [1.10, 1.73, -5.80], [-0.66, 1.75, -5.49], [-1.88, 3.50, -3.38], [-0.81, 4.88, -3.02], [-0.98, 3.59, -1.81], [0.25, 0.37, 0.88], [0.43, -0.11, 1.93], [0.40, -0.58, 3.26], [-0.86, -0.55, 3.88], [-0.97, -0.89, 5.22], [0.19, -1.26, 5.94], [1.43, -1.33, 5.29], [1.54, -1.00, 3.94], [-1.73, -0.22, 3.30], [-1.94, -0.84, 5.71], [0.11, -1.48, 7.01], [2.32, -1.64, 5.86], [2.50, -1.04, 3.42]],
  "lowdin_charge": [-0.059, -0.269, 0.063, 0.082, 0.074, -0.155, -0.135, 0.099, 0.072, 0.059, 0.052, 0.964, -0.351, 0.410, 0.082, 0.087, -0.019, -0.037, -0.175, 0.098, -0.368, -0.161, 0.096, 0.028, 0.100, 0.095, 0.057, 0.069, -0.080, -0.086, -0.174, 0.060, -0.360, -0.109, 0.078, 0.114, 0.081, 0.079, -0.238, -0.511, -0.061, -0.142, 0.058, -0.116, 0.004, -0.044, 0.091, -0.134, -0.101, 0.116, 0.090, 0.088, 0.159, -0.265, -0.241, -0.215, -0.198, 0.023, 0.018, 0.017, 0.016, 0.032, 0.028, 0.027, 0.024, -0.024, 0.162, -0.141, -0.241, -0.017, -0.061, -0.080, -0.079, -0.029, 0.087, 0.107, 0.103, 0.103, 0.124]
}

***

# 3
{
  "formula": "C26H25ClN2O5",
  "method": "ωB97M-V/def2-TZVPD",
  "lumo_ev": -0.58,
  "total_charge": 0,
  "e_homo_ha": -0.3200,
  "smiles": "O=C(C1=C(O)C(=O)N(CCCN2CCOCC2)[C@H]1c1ccc(Cl)cc1)c1cc2ccccc2o1",
  "symbols": ["O", "C", "C", "C", "O", "C", "O", "N", "C", "C", "C", "N", "C", "C", "O", "C", "C", "C", "C", "C", "C", "C", "Cl", "C", "C", "C", "C", "C", "C", "C", "C", "C", "C", "O", "H", "H", "H", "H", "H", "H", "H", "H", "H", "H", "H", "H", "H", "H", "H", "H", "H", "H", "H", "H", "H", "H", "H", "H", "H"],
  "coordinates": [[-2.76, -0.56, -2.68], [-3.01, -0.04, -1.61], [-2.06, 0.86, -0.95], [-2.23, 1.86, -0.06], [-3.30, 2.38, 0.52], [-0.91, 2.51, 0.19], [-0.75, 3.46, 0.93], [0.00, 1.86, -0.55], [1.38, 2.26, -0.67], [2.35, 1.22, -0.09], [3.78, 1.77, -0.05], [4.75, 0.69, 0.02], [4.70, -0.05, 1.27], [5.69, -1.21, 1.21], [7.00, -0.76, 0.98], [7.06, -0.03, -0.22], [6.11, 1.17, -0.19], [-0.59, 0.77, -1.31], [-0.04, -0.58, -0.91], [0.48, -1.45, -1.87], [0.99, -2.67, -1.49], [0.99, -3.03, -0.16], [1.66, -4.55, 0.32], [0.45, -2.19, 0.81], [-0.07, -0.97, 0.42], [-4.27, -0.30, -0.91], [-5.43, -0.83, -1.42], [-6.35, -0.89, -0.35], [-7.67, -1.31, -0.20], [-8.25, -1.21, 1.05], [-7.53, -0.71, 2.14], [-6.22, -0.29, 2.03], [-5.64, -0.38, 0.77], [-4.39, -0.03, 0.42], [-3.00, 3.13, 1.06], [1.47, 3.20, -0.11], [1.61, 2.44, -1.72], [2.35, 0.33, -0.71], [2.02, 0.95, 0.91], [3.98, 2.32, -0.97], [3.89, 2.48, 0.80], [3.69, -0.45, 1.41], [4.95, 0.60, 2.13], [5.71, -1.75, 2.16], [5.38, -1.90, 0.41], [8.09, 0.31, -0.33], [6.79, -0.67, -1.07], [6.15, 1.69, -1.15], [6.42, 1.86, 0.61], [-0.45, 0.92, -2.38], [0.48, -1.16, -2.91], [1.40, -3.34, -2.23], [0.44, -2.49, 1.84], [-0.50, -0.31, 1.16], [-5.58, -1.12, -2.44], [-8.22, -1.69, -1.04], [-9.27, -1.53, 1.19], [-8.02, -0.65, 3.11], [-5.67, 0.10, 2.87]],
  "lowdin_charge": [0.116, -0.277, -0.016, -0.159, 0.129, -0.383, 0.090, 0.003, -0.115, -0.158, -0.205, -0.179, -0.165, -0.195, -0.132, -0.200, -0.176, -0.163, -0.191, -0.021, -0.091, -0.675, 0.674, -0.091, -0.022, -0.154, 0.094, -0.147, -0.021, -0.090, -0.080, 0.010, -0.195, 0.102, 0.132, 0.133, 0.136, 0.114, 0.114, 0.122, 0.132, 0.114, 0.134, 0.126, 0.128, 0.125, 0.126, 0.123, 0.130, 0.171, 0.123, 0.107, 0.107, 0.129, 0.129, 0.113, 0.101, 0.103, 0.118]
}

***

# 4
{
  "formula": "C4H5N3O4",
  "method": "ωB97M-V/def2-TZVPD",
  "lumo_ev": -0.81,
  "total_charge": 0,
  "e_homo_ha": -0.4340,
  "smiles": "CCC(C#N)([N+](=O)[O-])[N+](=O)[O-]",
  "symbols": ["C", "C", "C", "C", "N", "N", "O", "O", "N", "O", "O", "H", "H", "H", "H", "H"],
  "coordinates": [[-1.95, -0.20, 0.30], [-0.74, 0.49, -0.44], [0.58, 0.11, 0.07], [0.70, -0.04, 1.48], [0.77, 0.00, 2.62], [1.04, -1.30, -0.61], [1.15, -2.26, 0.14], [1.23, -1.23, -1.78], [1.73, 1.05, -0.36], [2.76, 0.58, -0.67], [1.45, 2.22, -0.11], [-2.17, -1.36, 0.10], [-2.01, -0.24, 1.29], [-2.91, 0.21, -0.10], [-0.97, 1.59, -0.38], [-0.68, 0.37, -1.54]],
  "lowdin_charge": [-0.060, -0.151, -0.264, -0.150, 0.249, -0.317, 0.119, 0.119, -0.325, 0.165, 0.107, 0.127, 0.012, 0.086, 0.149, 0.135]
}

***

# 5
{
  "formula": "C9H11O2",
  "method": "ωB97M-V/def2-TZVPD",
  "lumo_ev": 3.62,
  "total_charge": -1,
  "e_homo_ha": -0.1374,
  "symbols": ["C", "C", "O", "O", "H", "H", "H", "C", "C", "C", "C", "C", "C", "C", "H", "H", "H", "H", "H", "H", "H", "H"],
  "coordinates": [[-1.73, 2.57, 0.68], [-0.08, 2.46, 0.90], [0.17, 1.91, 2.00], [0.56, 3.02, 0.02], [-1.95, 2.50, -0.39], [-2.09, 3.56, 0.99], [-2.17, 1.76, 1.26], [1.24, -0.86, 1.67], [1.33, -0.47, -0.78], [0.81, -1.20, 0.28], [0.95, -0.66, -2.09], [-0.31, -2.01, 0.07], [-0.12, -1.55, -2.29], [-0.74, -2.22, -1.26], [2.15, 0.22, -0.62], [1.28, 0.02, -2.86], [1.99, -0.10, 1.90], [1.57, -1.74, 2.24], [-1.02, -2.18, 0.87], [-0.59, -1.68, -3.27], [-1.57, -2.88, -1.44], [0.32, -0.46, 2.11]],
  "lowdin_charge": [-0.058, -0.761, -0.111, -0.087, 0.027, 0.030, 0.029, -0.077, -0.058, -0.272, -0.081, -0.047, -0.125, -0.108, 0.115, 0.097, 0.074, 0.068, 0.106, 0.086, 0.082, 0.069]
}

***

# 6
{
  "formula": "C27H41ClN3O7STi",
  "method": "ωB97M-V/def2-TZVPD",
  "lumo_ev": [0.26, 0.26],
  "multiplicity": 2,
  "total_charge": 0,
  "e_homo_ha": [-0.2028, -0.2303],
  "symbols": ["O", "C", "C", "C", "H", "C", "H", "C", "H", "C", "H", "C", "H", "H", "C", "C", "H", "H", "H", "C", "C", "H", "H", "H", "H", "Ti", "Cl", "C", "O", "N", "C", "C", "H", "H", "H", "H", "H", "H", "H", "H", "H", "C", "C", "N", "H", "C", "O", "H", "H", "H", "H", "H", "H", "C", "C", "N", "H", "C", "O", "H", "H", "H", "H", "C", "C", "C", "C", "C", "C", "C", "S", "O", "O", "O", "H", "H", "H", "H", "H", "H", "H"],
  "coordinates": [[2.14, 0.03, -3.18], [1.11, 0.55, -3.57], [0.70, 1.93, -3.89], [0.83, 3.02, -3.01], [0.95, 2.83, -1.93], [0.74, 4.30, -3.55], [0.86, 5.15, -2.88], [0.51, 4.44, -4.92], [0.64, 5.41, -5.37], [0.07, 3.35, -5.71], [-0.23, 3.47, -6.75], [0.07, 2.08, -5.15], [-0.38, 1.21, -5.64], [0.20, -0.11, -3.64], [-2.47, -1.56, -2.10], [-2.56, -0.50, -1.03], [-3.14, -1.28, -2.92], [-2.78, -2.53, -1.73], [-1.47, -1.67, -2.54], [-2.86, 0.78, -1.37], [-4.12, 1.18, -2.07], [-2.11, 1.61, -1.34], [-3.90, 1.69, -3.03], [-4.67, 1.91, -1.48], [-4.79, 0.36, -2.24], [-1.33, -0.34, 0.42], [-3.47, -0.31, 1.48], [-1.19, -0.11, 3.23], [-0.85, -0.95, 2.35], [-1.03, -0.31, 4.52], [-0.35, -1.50, 5.05], [-1.77, 0.55, 5.42], [-1.67, 0.85, 2.98], [0.18, -2.02, 4.25], [-1.09, -2.16, 5.53], [0.38, -1.17, 5.80], [-2.08, 1.44, 4.87], [-1.14, 0.88, 6.25], [-2.67, 0.04, 5.79], [5.08, 2.07, -1.56], [4.91, 2.27, 0.74], [4.04, 1.77, -1.67], [3.92, 1.80, 0.78], [3.65, 1.08, -0.45], [3.90, 1.11, -2.53], [2.98, -0.09, -0.44], [2.27, -0.52, 0.50], [3.87, 1.12, 1.63], [3.08, -0.69, -1.37], [3.39, 2.65, -1.83], [3.18, 2.61, 0.92], [-0.06, -5.27, 0.86], [2.03, -5.30, -0.90], [-0.54, -4.72, 0.05], [1.40, -4.66, -1.52], [0.46, -3.93, -0.68], [-1.34, -4.10, 0.46], [0.43, -2.61, -0.75], [-0.51, -1.95, -0.21], [2.00, -3.92, -2.04], [1.25, -2.07, -1.27], [-0.98, -5.44, -0.64], [0.84, -5.27, -2.24], [1.56, 2.24, 7.12], [1.24, 2.42, 5.66], [1.74, 1.53, 4.71], [1.36, 1.61, 3.37], [0.48, 2.60, 2.94], [0.05, 3.57, 3.87], [0.42, 3.46, 5.21], [-0.08, 2.72, 1.23], [1.00, 3.29, 0.46], [-0.34, 1.29, 0.60], [-1.33, 3.41, 1.35], [1.15, 1.31, 7.51], [2.64, 2.20, 7.30], [1.15, 3.06, 7.72], [2.43, 0.75, 5.05], [1.74, 0.88, 2.65], [-0.60, 4.39, 3.57], [0.05, 4.17, 5.96]],
  "lowdin_charge": [0.015, -0.187, -0.184, -0.015, 0.101, -0.064, 0.112, -0.074, 0.099, -0.077, 0.107, -0.041, 0.125, 0.128, -0.119, -0.466, 0.070, 0.058, 0.055, -0.268, -0.112, 0.101, 0.068, 0.070, 0.067, 0.705, 0.163, -0.385, -0.172, -0.156, -0.009, -0.023, 0.094, 0.095, 0.099, 0.085, 0.100, 0.081, 0.103, 0.085, 0.091, -0.052, -0.045, -0.169, 0.074, -0.310, -0.021, 0.082, 0.117, 0.089, 0.075, 0.096, 0.096, 0.004, -0.022, -0.152, 0.099, -0.198, -0.158, 0.090, 0.142, 0.092, 0.096, -0.053, -0.288, -0.043, -0.062, -0.256, -0.038, -0.039, 0.579, -0.314, -0.447, -0.289, 0.075, 0.083, 0.076, 0.124, 0.107, 0.117, 0.116]
}

***

# 7
{
  "formula": "C5H8NO",
  "method": "ωB97M-V/def2-TZVPD",
  "lumo_ev": -4.11,
  "total_charge": 1,
  "e_homo_ha": -0.5487,
  "symbols": ["C", "C", "C", "C", "C", "N", "O", "H", "H", "H", "H", "H", "H", "H", "H"],
  "coordinates": [[-3.03, -0.50, -0.40], [0.98, 2.07, 0.05], [-2.92, 0.56, 0.14], [0.90, 0.79, 0.13], [1.96, -1.32, -0.10], [0.83, -0.46, 0.16], [-0.30, -1.16, 0.42], [-3.14, -1.45, -0.86], [-1.15, -0.64, 0.36], [1.23, 2.69, 0.89], [0.81, 2.58, -0.89], [-2.88, 1.50, 0.61], [2.11, -1.43, -1.18], [1.74, -2.30, 0.33], [2.86, -0.92, 0.35]],
  "lowdin_charge": [0.041, 0.169, 0.043, 0.018, 0.059, -0.146, 0.075, 0.051, 0.068, 0.109, 0.111, 0.041, 0.122, 0.118, 0.119]
}

***

# 8
{
  "formula": "C4H9N4O",
  "method": "ωB97M-V/def2-TZVPD",
  "lumo_ev": -3.74,
  "total_charge": 1,
  "e_homo_ha": -0.4411,
  "symbols": ["C", "C", "C", "C", "N", "N", "N", "N", "O", "H", "H", "H", "H", "H", "H", "H", "H", "H"],
  "coordinates": [[-0.38, 1.38, -0.79], [0.38, 0.04, -2.45], [0.25, -0.72, -1.05], [-0.59, -0.85, 2.00], [-0.04, 1.36, -2.05], [0.68, -1.12, 2.30], [-0.71, 0.11, 2.91], [-0.31, 0.26, -0.19], [0.62, -0.14, 3.29], [1.30, -0.10, -3.03], [-0.41, -0.33, -3.15], [-0.46, -1.57, -1.16], [1.26, -0.68, -0.68], [-0.65, 2.44, -0.37], [0.03, 2.24, -2.55], [1.32, -1.88, 2.22], [-0.90, 1.09, 3.09], [-1.39, -1.53, 1.67]],
  "lowdin_charge": [-0.245, -0.135, -0.177, -0.083, 0.008, 0.139, 0.145, -0.043, 0.040, 0.120, 0.119, 0.127, 0.106, 0.173, 0.151, 0.186, 0.196, 0.173]
}

***

Here are the calculated largest force on an atom numbers, same order: 0.56, 3.81, 1.53, 6.19, 3.48, 4.03, 1.29, 3.03 (eV/Å).